Entry from the Open Molecules 2025 dataset: a structure of composition C2H5Br2OP in a non-equilibrium geometry (ωB97M-V/def2-TZVPD).

```
11
Properties=species:S:1:pos:R:3:forces:R:3:mulliken_charge:R:1
H 0.1968 2.1533 -1.0003 0.19 0.87 -0.32 0.406
O 0.4140 1.5009 2.0038 0.35 0.51 0.72 -0.587
Br 3.2877 0.7807 -0.7206 -1.89 -0.23 1.07 -0.434
H -0.8312 -1.0648 1.6131 -0.14 -0.39 0.18 0.378
P 0.4812 0.6582 0.8346 0.97 -0.59 -1.17 0.698
C -0.0276 -1.0642 0.8894 0.48 2.50 2.37 -0.867
H -0.3303 -1.2048 -0.0729 -0.73 -1.23 -2.48 0.328
H 0.8536 -1.5141 1.2132 1.15 -1.74 0.42 0.360
C -0.1357 1.1908 -0.7093 -1.20 -0.19 -1.00 -0.620
H -0.0015 0.4412 -1.4937 0.40 0.31 0.24 0.417
Br -2.1128 1.1996 -0.4355 0.42 0.19 -0.04 -0.082
```
Positions in Å, forces in eV/Å.

Values from the calculation:
Gap between HOMO and LUMO ... 7.15 eV
HOMO energy ... -0.3446 Ha
Energy relative to the best compared isomer or geometry (same formula, charge and spin) ... 232.7 kJ/mol